(1)
29
Properties=species:S:1:pos:R:3:forces:R:3:lowdin_spin:R:1 method="wB97M-V/def2-TZVPD" homo_energy_ha="0.0335 / -0.1253" total_charge=-1 largest_force_ev_per_a=1.4 homo_lumo_gap_ev="2.74 / 6.95" spin_multiplicity=2
C -0.854 -2.148 -1.743 0.2 -0.2 0.4 0.0435
C -0.944 0.387 -1.627 -0.6 -0.1 -0.3 0.0316
C -1.333 -0.865 -1.124 0.6 -0.2 0.0 0.2199
C -1.661 1.534 -1.346 0.7 -0.2 -0.2 0.1431
C -2.281 -0.878 -0.034 -0.7 -0.1 -0.2 0.1689
C -2.739 1.473 -0.406 -0.2 0.5 0.0 0.1871
C -3.007 0.275 0.245 0.5 -0.4 -0.2 0.0565
H -0.085 0.431 -2.299 -0.2 0.1 -0.2 0.0019
H -1.364 2.452 -1.850 -0.1 0.1 0.3 0.0149
H -1.485 -2.952 -1.357 -0.1 -0.2 -0.2 0.0022
H 0.176 -2.479 -1.491 0.0 0.3 0.0 0.0183
H -2.622 -1.826 0.387 0.2 0.1 0.0 0.0246
H -3.246 2.385 -0.132 -0.2 0.1 0.0 0.0185
H -3.809 0.215 0.967 -0.1 0.1 0.3 0.0012
H -0.909 -2.160 -2.842 -0.1 0.0 0.1 0.0119
C 1.492 0.042 1.063 -0.2 0.5 0.5 0.0067
C 2.429 -0.476 -0.007 1.0 0.0 0.2 0.0067
C 2.203 0.027 2.422 0.9 -0.6 -1.0 0.0098
C 1.042 1.477 0.744 0.5 -0.1 -0.3 0.0098
H 0.624 -0.605 1.162 -0.2 -0.1 -0.4 0.0080
H 3.050 -1.315 0.342 -0.5 -0.3 -0.1 0.0017
H 3.127 0.607 2.297 -0.3 0.5 0.5 0.0005
H 1.591 0.298 3.274 0.0 0.4 0.1 0.0030
H 2.610 -0.970 2.575 -0.2 -0.4 0.3 0.0018
H 0.056 1.702 1.144 0.1 0.2 0.2 -0.0001
H 1.835 2.140 1.103 -0.2 0.3 0.4 0.0011
H 1.002 1.709 -0.318 -0.3 -0.4 -0.1 0.0048
H 3.217 0.261 -0.243 -0.5 0.2 -0.1 0.0005
H 1.889 -0.741 -0.907 0.0 -0.1 -0.2 0.0014


(2)
29
Properties=species:S:1:pos:R:3:forces:R:3:nbo_charge:R:1 method="wB97M-V/def2-TZVPD" homo_energy_ha=-0.3302 largest_force_ev_per_a=4.3 homo_lumo_gap_ev=9.88
C -1.952 -1.968 -0.139 1.0 2.4 1.5 -0.6250
C -1.348 -0.428 -0.009 3.0 -1.6 -1.9 -0.4186
C -1.326 0.219 -1.405 -0.7 -0.8 0.4 -0.0090
C -1.335 1.586 -1.527 1.0 1.4 1.6 -0.2200
C -1.131 2.266 -2.729 -2.0 -0.6 1.3 -0.1984
C -1.265 1.531 -3.883 2.0 1.9 -1.6 -0.2350
C -1.301 0.191 -3.752 -0.4 -3.8 -2.1 -0.2017
C -1.319 -0.528 -2.590 0.4 2.0 2.1 -0.2180
H -1.208 -2.609 0.451 -2.0 0.6 -0.2 0.2204
H -1.867 -2.357 -1.172 -0.5 0.5 0.9 0.2048
H -3.028 -1.751 0.196 1.5 -1.6 -0.3 0.2286
H -1.796 0.301 0.688 0.0 -0.9 0.0 0.2196
H -0.156 -0.508 0.227 -2.9 0.1 -0.1 0.2121
H -1.333 2.157 -0.556 -0.1 -0.4 -1.1 0.1984
H -1.243 3.318 -2.647 0.6 0.9 -0.5 0.2135
H -0.979 1.956 -4.887 -1.0 -0.3 1.1 0.2191
H -1.340 -0.487 -4.623 0.2 0.8 0.0 0.2049
H -1.185 -1.566 -2.462 -0.1 -0.9 -0.9 0.2030
C 2.115 1.078 3.293 0.4 0.2 -1.5 -0.6252
C 1.939 -0.151 2.223 -2.6 1.7 1.1 -0.3986
C 2.718 -1.332 2.684 0.9 -1.9 0.0 -0.6180
H 2.589 0.858 4.249 0.4 -0.7 -0.2 0.2053
H 1.168 1.506 3.653 0.1 0.1 -0.8 0.2105
H 2.782 1.862 2.788 -1.2 -0.8 0.8 0.2066
H 0.775 -0.396 2.143 2.5 0.5 0.1 0.1965
H 2.255 0.253 1.252 -0.1 -0.3 0.2 0.2037
H 2.215 -1.819 3.529 0.1 0.3 0.1 0.2060
H 2.854 -2.209 1.957 -0.1 1.5 0.6 0.2089
H 3.703 -0.975 3.048 -0.3 -0.5 -0.3 0.2055


Energy relative to the best compared isomer or geometry (same formula, charge and spin) values (in kcal/mol) by entry order: 8.9 60.6.